Record 1
The following is a DFT calculation (the ωB97M-V functional and the def2-TZVPD basis) of a 10-piece molecular cluster, C26H76N4O10 overall at a distorted geometry.

Computed properties:
SMILES: COC[C@H](C)N.COC[C@H](C)N.COC[C@H](C)N.COC[C@H](C)N.CCO.CCO.CCO.CCO.CCO.O
Multiplicity: 1
Relative energy (zero: lowest compared OMol25 entry of this formula, charge and spin) in kcal per mole: 49.98
Total energy in eV: -54623.10354

Cartesian coordinates (Å):
O1 -10.7634 -6.3607 18.3450
H1 -10.7269 -5.5066 18.7755
H2 -11.6509 -6.6770 18.5141
C1 -13.7802 -10.4220 20.6942
C2 -12.9810 -11.0642 19.6112
C3 -11.4569 -11.2068 19.9987
O2 -10.7712 -12.0250 19.0098
C4 -10.5790 -11.3665 17.7609
N1 -13.4236 -12.4074 19.4135
H3 -13.5813 -10.9613 21.6203
H4 -14.8400 -10.4950 20.4498
H5 -13.5211 -9.4171 21.0275
H6 -13.0816 -10.4928 18.6885
H7 -11.3369 -11.5471 21.0272
H8 -11.0628 -10.1944 20.0870
H9 -10.8238 -10.3197 17.9408
H10 -11.1124 -11.8177 16.9243
H11 -9.4906 -11.3474 17.7044
H12 -13.4769 -12.7893 20.3470
H13 -12.7344 -13.0401 19.0331
C5 -10.6622 0.2535 17.3889
C6 -9.9767 0.2334 18.7651
C7 -10.6757 1.1367 19.8177
O3 -10.0874 1.0184 21.0427
C8 -10.8749 0.9868 22.2246
N2 -9.9774 -1.1124 19.1599
H14 -11.7109 -0.0321 17.4713
H15 -10.1224 -0.2766 16.6042
H16 -10.9421 1.2854 17.1768
H17 -8.9632 0.5704 18.5478
H18 -11.7369 0.8967 19.7511
H19 -10.7088 2.2027 19.5926
H20 -10.4544 1.6844 22.9489
H21 -10.8499 -0.0474 22.5682
H22 -11.9328 1.1986 22.0691
H23 -9.5427 -1.6918 18.4560
H24 -9.3894 -1.4010 19.9287
C9 -18.3972 -2.0872 21.4425
C10 -18.1210 -2.2368 19.9787
C11 -17.8195 -3.7147 19.5833
O4 -16.7215 -4.1795 20.2987
C12 -15.4836 -3.6087 20.2792
N3 -19.1852 -1.7477 19.1382
H25 -17.5114 -2.2290 22.0615
H26 -18.9967 -2.9226 21.8042
H27 -19.0385 -1.2280 21.6390
H28 -17.3044 -1.5903 19.6574
H29 -17.5055 -3.7579 18.5404
H30 -18.6369 -4.4168 19.7476
H31 -15.0994 -3.1126 19.3879
H32 -14.7959 -4.3957 20.5888
H33 -15.4229 -2.8481 21.0576
H34 -18.8528 -1.9787 18.2128
H35 -19.0930 -0.7419 19.1412
C13 -13.7020 -8.4654 17.0478
C14 -13.3225 -6.9707 16.9099
C15 -14.1796 -6.2502 15.8285
O5 -14.1818 -6.9864 14.5854
C16 -12.9026 -7.0344 13.9047
N4 -13.6181 -6.3106 18.1719
H36 -13.8898 -8.8924 16.0627
H37 -14.5446 -8.7677 17.6696
H38 -12.7801 -8.8768 17.4588
H39 -12.2755 -6.8476 16.6331
H40 -13.8056 -5.2532 15.5957
H41 -15.2391 -6.1238 16.0513
H42 -13.1407 -7.8082 13.1749
H43 -12.0411 -7.3025 14.5162
H44 -12.6560 -6.0834 13.4324
H45 -13.4694 -5.3371 17.9478
H46 -14.5835 -6.3496 18.4662
C17 -6.8967 -2.7419 19.2154
C18 -6.5183 -2.7709 17.7630
O6 -6.8843 -1.5818 17.1294
H47 -6.9304 -1.7624 19.6924
H48 -6.3940 -3.5713 19.7128
H49 -7.9402 -3.0416 19.3122
H50 -7.0554 -3.4916 17.1462
H51 -5.4853 -3.0998 17.6499
H52 -6.4338 -0.8843 17.6111
C19 -7.7599 -7.4949 20.7082
C20 -6.9963 -6.5018 21.5149
O7 -6.6044 -6.9198 22.8572
H53 -7.3682 -8.5070 20.8098
H54 -7.6162 -7.2258 19.6618
H55 -8.8060 -7.5226 21.0133
H56 -7.4364 -5.5121 21.6368
H57 -6.1383 -6.2342 20.8983
H58 -6.8567 -7.8431 22.9310
C21 -9.8946 -4.0667 15.1663
C22 -9.1163 -5.3377 15.5336
O8 -7.9067 -5.3150 14.8310
H59 -9.2033 -3.2260 15.2263
H60 -10.6900 -3.9815 15.9066
H61 -10.2277 -4.1127 14.1295
H62 -9.7082 -6.2154 15.2737
H63 -8.9666 -5.4097 16.6109
H64 -7.4909 -6.1801 14.8162
C23 -11.9948 -3.8298 21.9768
C24 -10.8664 -4.3121 21.0586
O9 -11.2403 -4.0042 19.7590
H65 -12.1569 -2.7520 21.9728
H66 -11.6408 -4.0120 22.9915
H67 -12.9192 -4.3895 21.8340
H68 -10.5545 -5.3550 21.1151
H69 -9.9012 -3.9227 21.3823
H70 -11.1108 -3.0556 19.6876
C25 -7.8946 -8.7964 17.3700
C26 -7.4405 -9.5684 16.1525
O10 -7.3749 -8.6974 15.1110
H71 -8.1184 -9.4372 18.2229
H72 -8.7845 -8.1830 17.2288
H73 -7.1183 -8.1234 17.7339
H74 -8.1326 -10.2760 15.6960
H75 -6.4452 -10.0108 16.1945
H76 -7.0190 -9.0709 14.3014

Results of the Mulliken charge analysis, in e, for atoms 1 through 99:
1. O -0.267
2. H 0.048
3. H 0.230
4. C -1.670
5. C 1.317
6. C -0.696
7. O -0.468
8. C -0.109
9. N -0.753
10. H 0.461
11. H 0.392
12. H 0.356
13. H -0.385
14. H 0.430
15. H 0.225
16. H -0.178
17. H 0.260
18. H 0.202
19. H 0.285
20. H 0.308
21. C -1.682
22. C 0.603
23. C -0.914
24. O -0.359
25. C -0.654
26. N -0.196
27. H 0.369
28. H 0.381
29. H 0.435
30. H 0.222
31. H 0.389
32. H 0.405
33. H 0.256
34. H 0.204
35. H 0.333
36. H 0.044
37. H 0.206
38. C -1.368
39. C 0.634
40. C -0.796
41. O -0.349
42. C -0.708
43. N -0.801
44. H 0.284
45. H 0.315
46. H 0.374
47. H 0.291
48. H 0.413
49. H 0.300
50. H 0.344
51. H 0.167
52. H 0.321
53. H 0.277
54. H 0.282
55. C -1.047
56. C 1.491
57. C -0.997
58. O -0.398
59. C -0.666
60. N -0.600
61. H 0.345
62. H 0.416
63. H -0.165
64. H -0.265
65. H 0.475
66. H 0.301
67. H 0.279
68. H 0.242
69. H 0.293
70. H 0.018
71. H 0.290
72. C -0.205
73. C -0.272
74. O -0.513
75. H 0.395
76. H 0.299
77. H -0.377
78. H 0.014
79. H 0.324
80. H 0.331
81. C -0.767
82. C -0.146
83. O -0.575
84. H 0.507
85. H -0.006
86. H 0.332
87. H 0.075
88. H 0.250
89. H 0.324
90. C -1.268
91. C 0.434
92. O -0.619
93. H 0.338
94. H 0.221
95. H 0.371
96. H 0.313
97. H -0.101
98. H 0.275
99. C -1.224


Record 2
The following is a DFT calculation (the ωB97M-V functional and the def2-TZVPD basis) of C21H39FNO35S8 as an isolated structure at a distorted geometry.

Computed properties:
Multiplicity: 1
Net charge: -1
Total energy in eV: -184948.29733

Cartesian coordinates (Å):
C1 4.2504 -3.0611 -2.1347
C2 3.7417 -1.9432 -3.1574
O1 4.3066 -1.9052 -4.2861
O2 2.7596 -0.9704 -2.8950
C3 1.5640 -1.5377 -2.2783
N1 0.2960 -1.0981 -2.9522
C4 -0.8323 -1.8635 -2.3675
C5 -0.9380 -3.3778 -2.9663
O3 -1.1444 -3.6604 -4.1415
F1 -0.7079 -4.4405 -1.9724
H1 3.5411 -3.9650 -2.2625
H2 4.0346 -2.6512 -1.0738
H3 5.3485 -3.3450 -2.2768
H4 1.5913 -2.6812 -2.3741
H5 1.5245 -1.2011 -1.1774
H6 -0.7026 -1.8989 -1.2137
H7 -1.8161 -1.3329 -2.6602
C6 3.1727 4.2900 -4.3985
C7 2.0645 3.6254 -5.2022
O4 2.6065 2.3713 -5.6131
S1 3.6334 1.8357 -4.4758
O5 2.9361 0.9057 -3.6461
O6 4.8828 1.5339 -5.1021
O7 3.7888 3.2360 -3.6593
H8 3.9276 4.7310 -5.0566
H9 2.7895 5.0558 -3.7225
H10 1.7658 4.2160 -6.0674
H11 1.1884 3.4272 -4.5781
C8 -2.9327 -6.5934 0.0418
C9 -2.3082 -6.8110 1.4094
O8 -2.7893 -5.7328 2.2118
S2 -4.2788 -5.3291 1.7182
O9 -5.2264 -5.9744 2.5736
O10 -4.3014 -3.9239 1.4606
O11 -4.2566 -6.1177 0.3028
H12 -2.3974 -5.8215 -0.5186
H13 -2.9658 -7.5107 -0.5467
H14 -1.2190 -6.8091 1.3739
H15 -2.6555 -7.7467 1.8582
C10 0.7305 -0.8056 3.5766
C11 -0.2644 -1.7076 2.8608
O12 -0.0353 -1.4820 1.4719
S3 1.5368 -1.1478 1.2429
O13 2.1971 -2.3509 0.8379
O14 1.6361 0.0770 0.5155
O15 1.9238 -0.8568 2.7919
H16 0.3793 0.2319 3.5959
H17 0.9302 -1.1391 4.5924
H18 -1.2969 -1.4784 3.1220
H19 -0.0623 -2.7622 3.0705
C12 -2.6537 0.5325 8.0390
C13 -2.8031 1.1444 6.6554
O16 -1.5171 1.0068 6.0499
S4 -0.8134 -0.3454 6.6024
O17 -1.0325 -1.3853 5.6473
O18 0.4801 -0.0096 7.1007
O19 -1.8039 -0.6014 7.8602
H20 -2.1584 1.2245 8.7259
H21 -3.6121 0.2278 8.4606
H22 -3.1009 2.1921 6.6936
H23 -3.5228 0.5841 6.0513
C14 5.2856 3.0806 2.8054
C15 6.0103 1.7688 2.5448
O20 5.5118 0.8658 3.5330
S5 3.9656 1.2408 3.8634
O21 3.1061 0.3667 3.0880
O22 3.8325 1.4019 5.2772
O23 3.9543 2.7117 3.1678
H24 5.7314 3.6177 3.6475
H25 5.2760 3.7279 1.9273
H26 7.0927 1.8688 2.6261
H27 5.7554 1.3659 1.5602
C16 0.7361 5.5658 1.8045
C17 2.0115 4.8643 1.3689
O24 2.7810 5.8714 0.7077
S6 2.4763 7.3063 1.3969
O25 3.5123 7.5784 2.3439
O26 2.1023 8.2284 0.3730
O27 1.1456 6.8722 2.2150
H28 0.0394 5.6741 0.9686
H29 0.2395 5.0464 2.6246
H30 1.8175 4.0260 0.6994
H31 2.5842 4.5144 2.2320
C18 -6.7216 -1.8990 1.3081
C19 -8.1090 -2.3420 1.7412
O28 -8.4469 -1.4849 2.8327
S7 -7.7602 -0.0343 2.5977
O29 -8.7364 0.8357 2.0206
O30 -7.0156 0.3066 3.7687
O31 -6.7236 -0.4742 1.4340
H32 -5.9541 -2.2986 1.9744
H33 -6.4970 -2.1904 0.2818
H34 -8.1343 -3.3872 2.0494
H35 -8.8421 -2.1802 0.9452
C20 0.7470 0.2389 -8.8172
C21 -0.7504 0.0747 -9.0206
O32 -1.3445 1.1164 -8.2467
S8 -0.3541 2.3992 -8.2370
O33 -0.7992 3.3184 -9.2390
O34 -0.1271 2.7803 -6.8819
O35 0.9711 1.6501 -8.7905
H36 1.0629 -0.1746 -7.8554
H37 1.3253 -0.2239 -9.6177
H38 -1.1099 -0.9009 -8.6938
H39 -1.0269 0.2319 -10.0678

Results of the Mulliken charge analysis, in e, for atoms 1 through 99:
1. C -0.700
2. C 0.535
3. O -0.620
4. O -0.082
5. C 1.018
6. N -0.770
7. C 0.203
8. C 0.435
9. O -0.560
10. F -0.297
11. H 0.239
12. H 0.123
13. H 0.310
14. H 0.159
15. H -0.613
16. H -0.269
17. H 0.239
18. C -0.451
19. C -0.337
20. O -0.221
21. S 0.885
22. O -0.374
23. O -0.611
24. O -0.322
25. H 0.292
26. H 0.310
27. H 0.357
28. H 0.276
29. C -0.203
30. C -0.366
31. O -0.315
32. S 1.095
33. O -0.611
34. O -0.438
35. O -0.321
36. H 0.210
37. H 0.297
38. H 0.349
39. H 0.287
40. C -0.195
41. C -0.474
42. O -0.291
43. S 0.955
44. O -0.540
45. O -0.599
46. O -0.114
47. H 0.162
48. H 0.374
49. H 0.350
50. H 0.245
51. C -0.382
52. C -0.347
53. O -0.264
54. S 1.171
55. O -0.495
56. O -0.566
57. O -0.335
58. H 0.302
59. H 0.313
60. H 0.286
61. H 0.317
62. C -0.343
63. C -0.405
64. O -0.350
65. S 0.850
66. O -0.161
67. O -0.633
68. O -0.234
69. H 0.299
70. H 0.318
71. H 0.337
72. H 0.288
73. C -0.320
74. C -0.201
75. O -0.240
76. S 1.082
77. O -0.554
78. O -0.532
79. O -0.345
80. H 0.301
81. H 0.310
82. H 0.447
83. H 0.079
84. C -0.206
85. C -0.290
86. O -0.342
87. S 1.076
88. O -0.549
89. O -0.514
90. O -0.305
91. H 0.239
92. H 0.306
93. H 0.304
94. H 0.293
95. C -0.292
96. C -0.340
97. O -0.322
98. S 1.069
99. O -0.579


Record 3
The following is a DFT calculation (the ωB97M-V functional and the def2-TZVPD basis) of a 4-piece molecular cluster, C14H39O9S4Si overall at a distorted geometry.

Computed properties:
Multiplicity: 1
Relative energy (zero: lowest compared OMol25 entry of this formula, charge and spin) in kcal per mole: 54.69
Net charge: +1
Total energy in eV: -84787.24919

Cartesian coordinates (Å):
C1 1.6494 -1.9409 2.2881
S1 3.2612 -2.1276 1.3473
C2 3.5412 -0.7488 0.1065
Si1 3.0214 -3.9286 0.1307
C3 2.3251 -5.3984 1.2232
C4 1.7371 -3.5705 -1.2686
C5 4.8082 -4.3168 -0.5744
H1 1.4483 -0.8344 2.6215
H2 0.7470 -2.4126 1.6669
H3 1.7432 -2.6407 3.2505
H4 2.5536 -0.4153 -0.4739
H5 4.0109 0.2302 0.5552
H6 4.3471 -1.1597 -0.6726
H7 3.2093 -5.7010 1.9320
H8 1.4398 -4.9587 1.8560
H9 1.9897 -6.3080 0.5528
H10 0.7609 -4.1655 -0.9871
H11 1.4614 -2.4320 -1.3149
H12 2.0913 -3.9431 -2.3366
H13 5.1715 -3.5171 -1.3587
H14 5.5302 -4.1860 0.3671
H15 4.8595 -5.4097 -1.0306
O1 -1.2448 -4.0332 -1.8545
S2 -2.2214 -2.9701 -1.7729
O2 -3.2222 -2.9236 -0.7277
O3 -2.9632 -2.8180 -3.2159
C6 -3.6122 -3.9565 -3.7685
C7 -4.9126 -4.2629 -3.0484
C8 -1.3686 -1.4123 -1.7850
H16 -2.9421 -4.8227 -3.7626
H17 -3.8315 -3.7251 -4.8164
H18 -4.7297 -4.5654 -2.0133
H19 -5.4495 -5.0762 -3.5440
H20 -5.5552 -3.3770 -3.0173
H21 -0.6344 -1.4137 -2.5922
H22 -0.8682 -1.2993 -0.8214
H23 -2.0972 -0.6108 -1.9196
O4 -1.5728 1.6931 -1.6409
S3 -0.9068 2.9761 -1.6167
O5 -0.6018 3.6612 -0.3782
O6 -1.6977 4.0041 -2.6032
C9 -3.0824 4.2341 -2.3741
C10 -3.3094 5.1106 -1.1561
C11 0.5929 2.8564 -2.5606
H24 -3.6212 3.2847 -2.2853
H25 -3.4746 4.7463 -3.2593
H26 -2.9918 4.6045 -0.2399
H27 -4.3682 5.3614 -1.0490
H28 -2.7287 6.0357 -1.2320
H29 0.3759 2.3757 -3.5158
H30 1.2994 2.2528 -1.9877
H31 0.9985 3.8587 -2.7096
O7 0.9640 3.0356 5.8200
S4 0.2238 4.0182 5.0603
O8 -1.1355 3.7853 4.6196
O9 1.1176 4.4832 3.7794
C12 1.5691 3.4874 2.8698
C13 0.4402 2.9790 1.9921
C14 0.2583 5.5609 5.9395
H32 2.0540 2.6657 3.4075
H33 2.3314 3.9525 2.2356
H34 -0.3109 2.4468 2.5826
H35 0.8182 2.2892 1.2327
H36 -0.0692 3.8120 1.4966
H37 1.2833 5.7731 6.2479
H38 -0.3846 5.4590 6.8159
H39 -0.1259 6.3483 5.2885

In the Mulliken picture, each atom carries the following charge in e:
1. C -0.630
2. S 0.206
3. C -0.622
4. Si 0.347
5. C -0.914
6. C -0.329
7. C -0.939
8. H 0.300
9. H 0.193
10. H 0.353
11. H 0.119
12. H 0.365
13. H 0.294
14. H 0.307
15. H 0.295
16. H 0.328
17. H 0.166
18. H -0.127
19. H 0.399
20. H 0.305
21. H 0.294
22. H 0.318
23. O -0.661
24. S 1.193
25. O -0.619
26. O -0.258
27. C -0.323
28. C -0.982
29. C -0.993
30. H 0.304
31. H 0.267
32. H 0.293
33. H 0.392
34. H 0.262
35. H 0.367
36. H 0.280
37. H 0.464
38. O -0.565
39. S 1.056
40. O -0.579
41. O -0.295
42. C -0.300
43. C -0.945
44. C -0.903
45. H 0.286
46. H 0.278
47. H 0.257
48. H 0.389
49. H 0.262
50. H 0.356
51. H 0.245
52. H 0.355
53. O -0.639
54. S 1.195
55. O -0.591
56. O -0.250
57. C -0.458
58. C -0.785
59. C -0.934
60. H 0.311
61. H 0.291
62. H 0.347
63. H 0.112
64. H 0.480
65. H 0.319
66. H 0.379
67. H 0.313